# 1
A molecular structure, C2H2N3O2 at a distorted geometry, computed with the ωB97M-V functional and the def2-TZVPD basis.

Its relative energy (zero: lowest compared OMol25 entry of this formula, charge and spin) is 44.8 kcal per mole. For the HOMO energy, the calculation gives -4.717 eV. The calculation puts the calculated total energy at -392.14672 hartree. Its total charge is -1. For the orbital gap, the calculation gives 9.16 eV.

Element x y z (Å)
O: 0.673996 1.192964 2.451172
O: -1.298206 1.758130 1.518369
N: 0.422269 0.951630 0.213301
N: 0.084989 -0.889048 -0.624451
N: 1.168172 -0.271308 0.115095
C: -0.160928 1.364137 1.584353
C: -0.485352 0.296287 -0.641909
H: 1.202793 -0.524845 1.095503
H: -1.342276 0.660646 -1.177167

Force components x, y, z for each atom (eV/Å):
O 0.7 -0.2 1.5
O -1.6 0.9 0.1
N -1.6 0.8 -2.0
N -0.1 1.1 -0.6
N 0.2 0.0 1.0
C 1.5 -0.7 -1.4
C 0.9 -0.9 1.0
H 0.2 -1.0 0.2
H -0.2 0.0 0.0

# 2
7 unconnected molecules or ions with the total composition C31H46FN4O20S at a distorted geometry, computed with the ωB97M-V functional and the def2-TZVPD basis.

For the HOMO energy, the calculation gives -11.604 eV. The calculation puts the calculated total energy at -3430.10536 hartree. Its total charge is +1. For the orbital gap, the calculation gives 5.63 eV.

Element x y z (Å)
S: -0.141717 -0.061431 -1.256654
F: -0.746561 0.825308 0.123112
O: 0.401713 -1.998067 4.178738
O: 2.480542 6.764510 3.278241
O: 5.991799 -2.584337 -3.038740
O: -0.256118 0.904018 -2.460088
O: 6.112192 -4.413825 -4.410887
O: -1.240315 -2.371406 2.679918
O: 1.398928 -0.293689 -1.003391
O: -3.126668 2.074579 7.796208
O: 10.227452 -9.844571 -1.701345
O: 4.349772 -2.957676 -4.537560
O: -6.044934 4.357845 -2.292196
O: -0.880163 1.928104 7.378710
O: 8.937488 -8.254790 -2.727451
O: 1.985973 4.709761 2.396360
O: -2.170128 3.517886 6.352603
O: 0.522106 -3.827555 2.806591
O: 1.487976 6.569847 1.224108
O: 7.980948 -9.698096 -1.283846
O: -5.668099 3.246703 -0.326007
O: -4.915467 5.387360 -0.634940
N: -2.276017 -3.478000 -2.544471
N: -2.632119 -4.817904 -0.536142
N: -1.018663 -1.562066 -1.420241
N: -1.342421 -2.511748 -0.424851
C: 7.161159 -6.646290 -3.035276
C: -0.581717 -0.256426 5.534070
C: 5.008370 -0.842696 -1.683407
C: -3.102723 -1.880463 -4.978381
C: 3.893868 -1.954226 -3.648105
C: -1.657041 -1.554952 -4.237600
C: -1.696219 -1.367956 3.569372
C: -4.794549 6.191575 -1.797806
C: -1.962207 2.458218 7.191125
C: 5.172709 -1.426057 -3.072169
C: -4.859144 7.663407 -1.443526
C: -4.065548 3.103012 7.537908
C: 1.642212 2.994183 0.730227
C: -1.601129 -2.119225 -2.700048
C: -5.551565 4.240871 -1.022482
C: -3.576453 3.669990 6.239669
C: 1.175553 4.318797 1.299087
C: -4.846874 1.443122 -3.424762
C: -3.946457 5.126386 6.044779
C: 2.024096 6.076346 2.380959
C: 9.145408 -9.314457 -1.888929
C: 7.531162 -8.102686 -2.840385
C: 7.042067 -8.669663 -1.542147
C: -2.087106 -3.668264 -1.054666
C: -4.614070 0.111793 -3.880193
C: 5.537225 -3.407788 -4.030978
C: -0.417378 -0.839787 4.145308
C: -0.052861 -2.821518 3.186499
C: -5.953773 5.730640 -2.628369
C: 1.347427 5.465109 0.349072
C: -4.419277 -1.536336 -4.064151
H: -3.538713 5.499703 5.099328
H: -4.845934 8.287826 -2.341830
H: 3.330197 -1.186046 -4.185992
H: 6.075461 -6.511376 -3.044171
H: -1.275119 0.589851 5.528524
H: 2.252590 5.392476 -0.264428
H: 7.075550 -7.954416 -0.712522
H: 5.644761 -0.694355 -3.738712
H: -1.482122 -0.403981 -4.355491
H: -5.763003 7.891107 -0.867748
H: -0.829536 -2.159973 -4.849010
H: -0.950235 -1.011040 6.237689
H: 1.072653 2.724735 -0.164212
H: 7.568903 -6.272973 -3.980726
H: -5.774758 5.856421 -3.700414
H: 0.481209 5.597054 -0.306217
H: -4.447085 -2.051086 -3.013633
H: -5.150312 2.398066 -2.775974
H: -3.915826 3.073542 5.384346
H: 3.239944 -2.422795 -2.903926
H: 0.140522 4.237692 1.652121
H: -5.077272 2.693867 7.459416
H: -3.835871 5.957078 -2.275770
H: -6.900695 6.215005 -2.364348
H: -5.032155 5.261300 6.035884
H: 2.707039 3.028003 0.474637
H: -2.259888 -0.599775 3.031484
H: -2.350142 -1.836524 4.313551
H: 0.054674 -0.108085 3.478765
H: 1.525616 2.198255 1.473466
H: -4.032066 3.818258 8.367532
H: -3.130807 -3.034825 -5.260018
H: 5.974720 -0.502025 -1.296614
H: -3.184970 -1.222708 -5.961733
H: -2.110316 -5.612700 -0.103934
H: 0.384634 0.084246 5.920864
H: -1.132992 -2.468498 0.615111
H: -4.009082 7.940551 -0.811005
H: 4.639852 -1.597310 -0.979788
H: -5.368407 -1.943740 -4.654681
H: 7.588757 -6.021428 -2.243419
H: 7.191788 -8.699134 -3.695708
H: 6.030343 -9.078808 -1.620638
H: -3.518859 5.751246 6.836634
H: 4.314967 0.003581 -1.688953
H: -3.690678 -4.901680 -0.598208

Force components x, y, z for each atom (eV/Å):
S 7.3 5.4 -2.2
F 0.6 -2.9 -2.9
O -0.4 -1.3 -1.4
O -1.2 -1.7 -2.2
O -0.3 -0.9 -0.9
O -1.4 -4.5 4.7
O -1.5 2.6 0.8
O 0.6 -0.7 -0.8
O -7.1 -0.2 0.1
O 1.1 -0.1 -0.4
O -2.5 1.2 -0.4
O 0.7 -0.5 0.1
O 0.3 -0.6 1.0
O -2.4 1.2 -0.4
O 0.4 -0.9 0.7
O 0.0 0.9 0.1
O 0.5 -1.0 0.6
O -1.5 2.3 0.4
O 0.3 -0.1 0.8
O 0.9 0.0 -0.2
O 0.3 2.0 -1.6
O -0.6 -1.4 -0.1
N 4.2 6.3 5.6
N -0.4 0.7 0.8
N -2.3 -2.2 -2.4
N -2.0 -3.5 -1.2
C 0.5 0.0 -0.3
C 0.4 -0.2 0.0
C 0.4 -0.1 0.3
C -0.5 -0.5 0.4
C -0.7 0.5 -0.3
C 0.2 0.2 -0.4
C -1.0 0.9 0.1
C 0.2 1.5 -0.2
C 2.1 -0.8 0.6
C -0.2 1.0 1.0
C 0.2 0.1 0.4
C -0.9 -0.1 0.3
C 0.2 -0.3 0.3
C -2.0 -2.7 -0.4
C -0.2 -1.5 1.7
C -0.8 1.2 -0.4
C 0.0 -1.1 -0.6
C 1.4 -9.9 -2.1
C 0.3 0.3 -0.2
C 1.2 1.7 2.2
C 2.5 -1.1 0.3
C -0.8 1.2 -0.3
C -0.8 -0.2 0.2
C 0.9 2.2 -3.4
C -1.7 8.2 4.2
C 1.4 -2.1 -0.8
C -0.3 1.1 1.2
C 2.2 -2.0 0.3
C -0.2 0.5 -1.0
C -0.4 0.2 -0.8
C -0.7 1.3 -0.9
H -0.2 -0.1 0.1
H 0.0 -0.1 0.1
H 0.1 -0.2 -0.1
H 0.2 -0.1 -0.1
H 0.3 -0.2 -0.1
H -0.1 -0.2 0.1
H 0.0 0.1 -0.2
H -0.1 -0.1 0.0
H 0.0 -2.3 0.7
H 0.1 -0.1 -0.2
H -1.6 1.4 1.6
H -0.1 0.1 -0.2
H 0.0 0.1 0.1
H -0.3 -0.1 0.2
H -0.1 -0.2 0.2
H 0.1 0.2 0.2
H 0.3 1.2 -2.0
H 0.8 -2.5 -2.1
H 0.0 0.0 0.1
H 0.1 0.1 0.1
H 0.0 0.1 -0.1
H 0.3 -0.1 0.1
H -0.1 -0.1 0.0
H 0.2 0.1 0.1
H 0.1 -0.1 0.0
H -0.2 0.1 0.0
H 0.1 -0.2 0.0
H 0.2 0.1 0.0
H -0.1 -0.1 0.0
H -0.1 0.1 -0.1
H 0.0 0.1 -0.2
H 0.0 2.6 0.6
H -0.2 0.0 -0.1
H 0.4 -1.5 2.2
H -0.5 1.5 -0.2
H -0.3 0.1 -0.1
H -0.1 0.3 -1.2
H -0.1 0.0 -0.2
H -0.1 0.1 -0.2
H 2.0 1.1 1.3
H -0.1 -0.2 0.0
H 0.0 0.0 0.1
H 0.2 -0.1 0.1
H -0.1 -0.2 0.0
H 0.1 -0.1 -0.1
H 2.2 0.0 -0.2

# 3
A molecular structure, C16H19ClIrN2O2Se, computed with the ωB97M-V functional and the def2-TZVPD basis.

Its relative energy (zero: lowest compared OMol25 entry of this formula, charge and spin) is 0.0 kcal per mole. For the HOMO energy (spin up / spin down), the calculation gives -10.529 / -10.981 eV. Its spin multiplicity is 5. The calculation puts the calculated total energy at -3846.74968 hartree. Its total charge is +1. For the orbital gap (spin up / spin down), the calculation gives 7.36 / 5.76 eV. The expectation value of S² is 6.02.

Element x y z (Å)
Ir: 0.447734 -0.097103 0.018271
Se: 0.239038 1.157292 2.038652
Cl: 0.009659 2.261383 -7.076646
O: 1.178659 1.249523 -1.437480
O: -0.436418 -1.074556 -1.741204
N: 2.633548 -0.732222 0.108193
N: 0.010780 -2.277393 0.708466
C: 0.039676 0.550214 -3.439950
C: 0.886715 1.419921 -2.691341
C: 2.332135 -2.820471 1.434130
C: -2.203217 2.361644 2.836705
C: 1.160912 2.775475 -4.678596
C: -3.482496 -0.012851 3.533837
C: -3.500789 2.384899 3.326769
C: -0.227655 0.823866 -4.808939
C: 1.437532 2.539645 -3.362052
C: 0.321822 1.912471 -5.412348
C: -0.553813 -0.616812 -2.902184
C: -2.190615 -0.050316 3.034185
C: 3.034256 -1.473284 1.325985
C: -4.137770 1.203027 3.675836
C: -1.559708 1.138965 2.685958
C: 0.855750 -2.791669 1.806635
H: -0.970535 -2.312507 0.968621
H: 0.536921 -3.797861 2.088300
H: 0.093832 -2.869517 -0.114391
H: -3.977513 -0.933041 3.814135
H: 2.852712 -3.397145 2.200710
H: 2.790780 -0.846000 2.184777
H: -4.010885 3.331751 3.440916
H: 2.847397 -1.290105 -0.715275
H: 3.164392 0.128746 0.005147
H: 4.115541 -1.626805 1.323784
H: 1.585642 3.636734 -5.177133
H: -5.146333 1.228936 4.065398
H: 2.469367 -3.385161 0.504362
H: -1.180928 -1.206052 -3.581140
H: 2.075485 3.205620 -2.798487
H: -1.698817 3.281844 2.574271
H: -0.871434 0.156518 -5.367361
H: 0.701468 -2.141840 2.670554
H: -1.672828 -0.995765 2.929931

Force components x, y, z for each atom (eV/Å):
Ir -0.2 0.1 0.2
Se 0.0 0.2 0.0
Cl 0.0 0.0 0.0
O 0.2 -0.2 -0.2
O -0.1 0.0 -0.1
N 0.0 0.0 0.0
N 0.1 -0.1 0.0
C 0.0 0.0 -0.1
C -0.1 0.0 0.1
C 0.0 0.0 0.0
C 0.0 0.0 0.0
C 0.0 0.0 0.0
C 0.0 0.0 0.0
C 0.0 0.0 0.0
C 0.1 0.1 0.0
C -0.1 -0.1 0.0
C 0.0 0.0 0.0
C 0.1 0.1 0.1
C 0.0 0.0 0.0
C 0.0 0.0 0.0
C 0.0 0.0 0.0
C 0.0 -0.1 0.0
C 0.0 0.0 0.0
H 0.0 0.0 0.0
H 0.0 0.0 0.0
H 0.0 0.0 0.0
H 0.0 0.0 0.0
H 0.0 0.0 0.0
H 0.0 0.0 0.0
H 0.0 0.0 0.0
H 0.0 0.0 0.0
H 0.0 0.0 0.0
H 0.0 0.0 0.0
H 0.0 0.0 0.0
H 0.0 0.0 0.0
H 0.0 0.0 0.0
H 0.0 0.0 0.0
H 0.0 0.0 0.0
H 0.0 0.0 0.0
H 0.0 0.0 0.0
H 0.0 0.0 0.0
H 0.0 0.0 0.0